{"formula": "C24H72N6O10PPt", "method": "ωB97M-V/def2-TZVPD", "spin_multiplicity": 3, "e_above_lowest_kcal_mol": 38.3, "energy_ha": -2497.1459, "s_squared": 2.005, "lumo_energy_ev": [-14.61, -15.36], "charge": 5, "species": ["Pt", "P", "O", "O", "O", "O", "C", "C", "C", "O", "C", "N", "H", "H", "H", "H", "H", "H", "H", "H", "H", "H", "H", "H", "C", "C", "C", "O", "C", "N", "H", "H", "H", "H", "H", "H", "H", "H", "H", "H", "H", "H", "C", "C", "C", "O", "C", "N", "H", "H", "H", "H", "H", "H", "H", "H", "H", "H", "H", "H", "C", "C", "C", "O", "C", "N", "H", "H", "H", "H", "H", "H", "H", "H", "H", "H", "H", "H", "C", "C", "C", "O", "C", "N", "H", "H", "H", "H", "H", "H", "H", "H", "H", "H", "H", "H", "C", "C", "C", "O", "C", "N", "H", "H", "H", "H", "H", "H", "H", "H", "H", "H", "H", "H"], "coordinates": [[2.287476, -0.969584, -2.258417], [0.609361, -0.406880, -0.677420], [1.448415, -1.612827, -0.489667], [1.720832, 0.654657, -0.872622], [-0.532907, -0.173151, 0.339809], [0.295800, -0.572949, -2.183345], [1.150669, 3.415445, -3.301720], [1.498837, 4.004279, -2.007512], [1.202727, 5.500440, -1.828331], [1.779321, 5.775398, -0.556473], [1.819744, 7.143328, -0.159263], [0.738006, 3.234927, -0.859614], [0.928803, 3.549323, 0.081045], [-0.236853, 3.480819, -0.956012], [0.875195, 2.234562, -0.883100], [1.083917, 2.327711, -3.323714], [1.840598, 3.798549, -4.053605], [0.248048, 3.902547, -3.670661], [2.541682, 3.740818, -1.830994], [0.144011, 5.744875, -1.741748], [1.606673, 6.212864, -2.547613], [2.639762, 7.729547, -0.574010], [2.114003, 7.179006, 0.889657], [0.857073, 7.646843, -0.247718], [1.546098, -1.669490, 3.842668], [1.099506, -2.616061, 2.737162], [1.152056, -4.143284, 3.133269], [0.481687, -4.974053, 2.086785], [0.923721, -6.296013, 2.184064], [-0.240471, -2.177325, 2.164926], [-0.759148, -1.629196, 2.836214], [-0.146501, -1.592235, 1.347035], [-0.831926, -2.958213, 1.918963], [2.551731, -1.940343, 4.164286], [0.827678, -1.701202, 4.661796], [1.566222, -0.634010, 3.502859], [1.731013, -2.535980, 1.852354], [0.631048, -4.299886, 4.077792], [2.188019, -4.423362, 3.324131], [0.245986, -6.841067, 1.527043], [0.828165, -6.806511, 3.142377], [1.972180, -6.351994, 1.891294], [-3.718107, 0.843533, 0.802690], [-2.644798, 1.909124, 1.088663], [-3.191731, 3.242485, 1.565655], [-2.161794, 4.150540, 2.057963], [-1.724104, 5.170690, 1.147135], [-1.560482, 1.452442, 2.006770], [-0.902241, 0.874566, 1.503893], [-1.003471, 2.221396, 2.351091], [-1.751839, 0.870622, 2.809862], [-4.422988, 1.311484, 0.115481], [-4.315332, 0.507092, 1.650175], [-3.474648, -0.113546, 0.341349], [-2.066660, 2.107407, 0.186141], [-4.017415, 3.127957, 2.267963], [-3.736127, 3.743749, 0.765378], [-2.599044, 5.711996, 0.787165], [-1.318372, 4.747509, 0.228229], [-0.854546, 5.695498, 1.542773], [-1.479904, -3.826192, -2.799465], [-1.344250, -3.499396, -1.309129], [-2.445062, -4.047273, -0.413698], [-2.147567, -3.593260, 0.873320], [-2.895665, -4.280090, 1.935761], [0.000772, -3.957793, -0.781151], [0.388187, -3.039017, -0.620286], [-0.031306, -4.444561, 0.103223], [0.495200, -4.428841, -1.525296], [-1.465773, -4.903700, -2.963360], [-0.735278, -3.345153, -3.433684], [-2.476850, -3.551817, -3.144323], [-1.292947, -2.423090, -1.144734], [-2.578856, -5.126134, -0.492827], [-3.385343, -3.621792, -0.764311], [-3.912542, -4.555860, 1.656481], [-2.985228, -3.542132, 2.732951], [-2.500476, -5.246233, 2.249581], [-1.844420, -0.997146, -4.870120], [-2.482869, 0.045615, -4.011609], [-3.407204, -0.502629, -2.863804], [-4.329210, -1.356214, -3.431485], [-5.414498, -1.910493, -2.803705], [-1.553224, 1.153440, -3.575043], [-1.980020, 1.959389, -3.141009], [-0.767740, 0.719642, -3.111417], [-1.222960, 1.558627, -4.439250], [-2.496097, -1.867472, -4.947254], [-0.957683, -1.443124, -4.419662], [-1.757314, -0.671340, -5.906632], [-3.031806, 0.636565, -4.744783], [-4.025894, 0.225481, -2.339230], [-2.826905, -0.997754, -2.085211], [-5.209457, -2.253953, -1.789757], [-5.725704, -2.832913, -3.294015], [-6.181174, -1.138005, -2.744084], [4.829192, 2.687193, 0.884558], [4.595941, 1.245192, 1.079391], [5.501892, 0.607360, 2.201745], [5.042392, -0.678820, 2.552170], [5.935844, -1.287912, 3.469387], [3.095575, 0.993553, 1.350962], [2.649955, 1.785931, 1.791031], [2.585672, 0.771471, 0.507883], [2.925850, 0.143424, 1.869194], [4.416991, 3.059869, -0.053148], [5.885075, 2.936680, 0.989294], [4.290489, 3.208402, 1.675917], [4.590780, 0.738969, 0.114089], [5.489406, 1.175714, 3.131752], [6.513002, 0.602113, 1.794631], [6.799635, -1.630665, 2.899763], [5.557712, -2.172925, 3.981120], [6.337108, -0.605800, 4.218927]], "forces_ev_per_angstrom": [[2.7, -0.2, -2.2], [-3.8, 2.8, 1.1], [1.5, -4.4, 2.8], [0.5, 2.0, 0.8], [2.5, -0.4, -2.4], [-3.1, 0.1, -1.7], [-1.1, 0.7, -1.6], [0.7, 0.0, 1.2], [0.8, 0.4, 1.7], [0.0, -0.5, 0.1], [0.4, 0.7, 1.0], [-0.4, 1.5, -0.6], [0.8, 0.8, 0.2], [-0.6, -0.1, -0.3], [0.4, -0.7, -0.5], [0.2, 0.0, -0.1], [0.5, -0.4, 0.1], [-0.7, -0.5, 0.0], [0.1, 0.6, 0.5], [-0.5, -0.4, -0.4], [0.3, -0.6, -0.6], [-0.2, -0.2, -1.0], [-0.4, -0.4, 0.2], [0.0, 0.0, -0.3], [-0.3, -0.4, -0.3], [0.7, -1.1, -0.7], [-1.7, 0.6, -0.7], [0.9, 3.0, 1.8], [0.1, -1.7, -0.6], [0.6, -0.5, 1.6], [-0.2, 0.0, 0.5], [-0.1, 0.3, -0.3], [-0.5, -0.8, -0.5], [-0.1, 0.1, 0.2], [0.2, -0.1, 0.3], [0.1, 0.1, -0.2], [0.4, 0.1, 0.1], [-0.2, -0.1, 0.1], [0.1, -0.1, -0.5], [0.5, -0.3, -0.3], [-0.2, 0.6, 0.4], [0.0, -0.3, -0.2], [-0.6, 0.2, 0.0], [-0.1, -0.4, -0.3], [-0.3, 1.7, 0.1], [-0.1, -1.4, -0.2], [-0.5, -1.0, -0.5], [0.6, -0.1, 1.0], [0.2, -0.5, -1.1], [-0.3, 1.1, 0.4], [-1.2, 0.2, 0.6], [-0.1, 0.1, 0.0], [0.1, 0.6, 0.5], [1.0, 0.3, -0.2], [-0.1, -0.1, -0.3], [0.5, -0.1, 0.8], [0.2, -0.2, -0.5], [0.3, 0.8, 0.5], [0.1, -0.6, -0.5], [-0.7, 0.4, 0.6], [-0.5, -0.4, 0.5], [-0.6, -0.6, -0.4], [-0.2, 0.3, -1.1], [-0.5, -0.9, 1.2], [-0.6, 0.2, -0.1], [-1.0, 0.7, -0.9], [1.6, -0.1, 0.3], [0.1, -0.8, 0.7], [0.4, -0.5, 0.1], [0.3, -0.1, 0.1], [0.0, 0.0, 0.2], [0.0, 0.4, 0.0], [-0.4, 0.1, -0.2], [0.4, -0.2, 0.2], [-0.2, 0.1, 0.0], [-0.1, 0.5, -0.5], [0.2, -0.4, 0.2], [0.8, 0.3, 0.0], [0.4, -1.0, 0.1], [-2.5, 0.7, -0.4], [-0.8, 0.2, 0.1], [2.5, -0.6, -2.8], [-1.1, 0.0, 1.6], [0.3, -0.7, -0.9], [-0.5, -0.2, 0.8], [0.7, 0.1, 0.9], [0.6, 0.0, -0.6], [-0.5, 0.3, 0.1], [0.4, 0.4, -0.3], [0.6, 0.1, 0.1], [-1.2, -0.4, 0.4], [0.5, 1.1, 0.0], [0.6, -0.3, 0.2], [0.3, 0.2, 0.5], [-0.1, 0.5, -0.6], [-0.5, -0.4, 0.0], [-0.4, 1.1, 0.4], [-0.3, -1.9, 0.3], [-1.0, 0.0, -0.6], [-1.0, 0.2, -0.5], [1.6, -0.6, 0.0], [0.5, 0.1, 1.1], [0.0, 0.2, 0.5], [-0.1, 0.5, -1.2], [0.6, -0.4, 1.1], [0.3, 0.0, -0.1], [-0.1, 0.1, -0.2], [0.2, 0.4, 0.2], [1.3, -0.4, 0.1], [0.1, 0.7, -0.2], [0.2, -0.1, 0.0], [0.2, -0.1, 0.0], [-0.7, 0.3, -0.3], [-0.4, 0.3, 0.1]]}


{"formula": "C27H62FN3O5S", "method": "ωB97M-V/def2-TZVPD", "energy_ha": -2104.3868, "lumo_energy_ev": 0.42, "charge": 0, "species": ["C", "O", "C", "C", "C", "C", "C", "C", "C", "F", "C", "O", "S", "O", "O", "O", "H", "H", "H", "H", "H", "H", "H", "H", "H", "H", "H", "H", "H", "H", "H", "H", "H", "C", "C", "N", "C", "C", "C", "C", "H", "H", "H", "H", "H", "H", "H", "H", "H", "H", "H", "H", "H", "H", "H", "C", "C", "N", "C", "C", "C", "C", "H", "H", "H", "H", "H", "H", "H", "H", "H", "H", "H", "H", "H", "H", "H", "C", "C", "N", "C", "C", "C", "C", "H", "H", "H", "H", "H", "H", "H", "H", "H", "H", "H", "H", "H", "H", "H"], "coordinates": [[7.503180, 3.357653, 1.861074], [8.005949, 2.057481, 1.620715], [7.027368, 1.053011, 1.690671], [6.078746, 1.075087, 0.494538], [5.078991, -0.092369, 0.531527], [3.592644, 0.239365, 0.742690], [3.051470, 1.544712, 0.166986], [3.457348, 1.832230, -1.272419], [2.899240, 0.816830, -2.261150], [2.940933, 3.078817, -1.597662], [1.516855, 1.556796, 0.330920], [1.137500, 2.870612, 0.760286], [2.331736, 3.653567, 1.440965], [2.138426, 3.639416, 2.849883], [2.585220, 4.892233, 0.800098], [3.470498, 2.611900, 1.045094], [6.640039, 3.333370, 2.530387], [7.182505, 3.834977, 0.930341], [8.297673, 3.959096, 2.291684], [6.466690, 1.109803, 2.631337], [7.568366, 0.105076, 1.682111], [5.611899, 2.055265, 0.457483], [6.709506, 0.997645, -0.393638], [5.375955, -0.735635, 1.363580], [5.202852, -0.713231, -0.355409], [3.334747, 0.218093, 1.799988], [3.002289, -0.559450, 0.286059], [4.532586, 1.916293, -1.389914], [2.787891, -0.177050, -1.837446], [3.535375, 0.787647, -3.141512], [1.922550, 1.172092, -2.585779], [1.184867, 0.844467, 1.086839], [0.951887, 1.363072, -0.574096], [1.821985, -2.794241, -0.807812], [1.719507, -4.298037, -0.617654], [2.692388, -4.809652, 0.326648], [2.809533, -6.257375, 0.309595], [1.591791, -7.085788, 0.735729], [2.677819, -4.182185, 1.636866], [1.363254, -4.198234, 2.428352], [2.839840, -2.506317, -1.081041], [1.151325, -2.471563, -1.607645], [1.534264, -2.251288, 0.095410], [1.901975, -4.783833, -1.579656], [0.681735, -4.545026, -0.339301], [3.665413, -6.534631, 0.930317], [3.081437, -6.546164, -0.710436], [1.428608, -7.051177, 1.811996], [1.750262, -8.131932, 0.467796], [0.678681, -6.756601, 0.238519], [2.987037, -3.139692, 1.514554], [3.468562, -4.640870, 2.234775], [0.510287, -3.913531, 1.809430], [1.421644, -3.481929, 3.250254], [1.155058, -5.173459, 2.864863], [-4.548442, -0.113733, -2.947227], [-4.017930, -1.132553, -1.950854], [-2.864313, -1.864216, -2.439215], [-2.528580, -3.024206, -1.634580], [-2.100573, -2.784646, -0.182420], [-1.744933, -1.048172, -2.873345], [-1.126205, -0.068345, -1.864765], [-4.759569, -0.578200, -3.911042], [-5.474126, 0.319393, -2.567254], [-3.848573, 0.708016, -3.106305], [-4.806781, -1.860730, -1.745142], [-3.817847, -0.618204, -0.995988], [-1.741505, -3.578210, -2.154683], [-3.398923, -3.687634, -1.630758], [-1.101249, -2.351464, -0.127349], [-2.071696, -3.734458, 0.356499], [-2.790734, -2.130072, 0.350665], [-2.065021, -0.475886, -3.747132], [-0.967329, -1.720432, -3.246042], [-1.885892, 0.505147, -1.331309], [-0.493138, 0.647435, -2.395895], [-0.501663, -0.574289, -1.127326], [-7.858146, 5.019240, 0.266200], [-7.154716, 3.748987, 0.719767], [-6.011796, 3.406878, -0.105706], [-5.518104, 2.061880, 0.117735], [-4.931144, 1.720471, 1.493433], [-5.001953, 4.442627, -0.242492], [-4.352325, 4.989491, 1.035241], [-8.123996, 4.957622, -0.789711], [-8.773904, 5.158673, 0.841767], [-7.242060, 5.906412, 0.415771], [-7.863790, 2.919345, 0.654050], [-6.895452, 3.849493, 1.786023], [-4.769790, 1.841034, -0.649223], [-6.347827, 1.374045, -0.078093], [-3.949550, 2.168621, 1.642734], [-4.807554, 0.638327, 1.579370], [-5.582710, 2.039840, 2.307156], [-5.451409, 5.280371, -0.781218], [-4.224337, 4.063096, -0.910040], [-5.092589, 5.215608, 1.804018], [-3.824865, 5.917849, 0.808919], [-3.623148, 4.300197, 1.457980]], "forces_ev_per_angstrom": [[-0.1, 0.0, -0.3], [0.1, 0.1, 0.3], [0.0, -0.3, -0.3], [0.4, 0.1, 0.0], [0.1, 0.2, 0.2], [0.1, -0.2, -0.4], [-0.4, -0.3, 0.5], [-0.1, -0.1, -0.1], [0.0, 0.4, -0.1], [-0.1, 0.2, -0.1], [-0.4, 0.1, 0.1], [0.0, 0.2, -0.3], [0.1, 0.2, 0.3], [0.2, -0.2, 0.0], [-0.3, -0.1, -0.1], [0.2, 0.1, 0.0], [0.0, 0.0, 0.2], [0.0, 0.0, 0.0], [0.1, 0.0, 0.1], [-0.1, 0.1, 0.1], [0.0, 0.0, 0.1], [-0.2, 0.0, 0.0], [0.0, 0.0, -0.1], [-0.1, -0.2, 0.0], [-0.1, 0.1, -0.1], [0.0, 0.2, 0.1], [0.0, 0.0, 0.1], [0.2, 0.0, 0.3], [0.1, -0.1, 0.0], [0.0, -0.2, 0.0], [-0.1, -0.1, 0.0], [0.2, 0.0, 0.1], [0.2, 0.0, -0.2], [-0.1, 0.1, -0.1], [-0.1, 0.0, 0.0], [0.1, 0.0, 0.0], [0.1, -0.1, -0.1], [0.0, 0.0, 0.0], [0.0, 0.1, 0.1], [0.0, 0.0, 0.1], [0.0, 0.0, 0.0], [0.0, 0.0, 0.0], [0.0, 0.0, 0.0], [0.0, -0.1, 0.0], [0.0, 0.0, 0.0], [0.0, 0.0, 0.0], [0.0, 0.1, 0.0], [0.0, 0.0, 0.0], [0.0, 0.0, 0.0], [0.0, 0.0, 0.0], [0.0, 0.0, 0.0], [0.0, -0.1, 0.0], [0.0, 0.0, 0.0], [0.0, 0.0, 0.0], [0.0, 0.0, -0.1], [0.0, 0.0, 0.0], [0.0, 0.1, 0.0], [0.1, -0.1, 0.0], [0.0, -0.1, 0.1], [0.1, -0.1, 0.0], [0.1, 0.1, -0.1], [0.1, 0.0, 0.0], [0.0, 0.0, 0.0], [0.0, 0.0, 0.0], [0.0, 0.0, 0.0], [0.0, -0.1, 0.0], [0.0, 0.0, 0.0], [0.0, 0.0, 0.0], [-0.1, 0.1, 0.0], [0.0, 0.0, 0.0], [0.0, 0.0, 0.0], [0.0, 0.0, 0.0], [0.0, 0.0, 0.0], [0.0, -0.1, 0.1], [0.0, 0.0, 0.0], [0.0, 0.0, 0.0], [-0.1, 0.0, 0.0], [0.0, 0.0, 0.0], [0.0, 0.1, 0.1], [0.0, -0.1, 0.0], [0.0, -0.2, 0.0], [0.1, 0.0, 0.0], [0.1, 0.2, 0.0], [0.1, 0.0, 0.0], [0.0, 0.0, 0.0], [0.0, 0.0, 0.0], [0.0, 0.0, 0.0], [0.0, -0.1, 0.0], [0.0, 0.0, 0.0], [0.0, 0.1, 0.0], [0.0, 0.1, 0.0], [0.0, 0.1, 0.0], [0.0, 0.0, 0.0], [0.0, 0.0, 0.0], [-0.1, 0.0, 0.0], [0.0, -0.1, 0.0], [0.0, 0.0, 0.0], [0.0, 0.0, 0.0], [0.0, 0.0, 0.0]]}


{"formula": "C20H24N2O", "method": "ωB97M-V/def2-TZVPD", "e_above_lowest_kcal_mol": 0.1, "energy_ha": -961.3023, "lumo_energy_ev": 0.70, "charge": 0, "species": ["O", "C", "N", "C", "C", "C", "C", "C", "C", "H", "H", "H", "C", "C", "C", "C", "N", "C", "C", "H", "H", "H", "H", "H", "H", "H", "H", "C", "C", "C", "C", "H", "C", "H", "H", "C", "H", "H", "C", "H", "H", "H", "H", "H", "H", "H", "H"], "coordinates": [[-0.626463, -1.406924, 2.189055], [-1.081682, -2.023321, 1.252911], [-0.332780, -2.567807, 0.248076], [1.009718, -2.329190, -0.059460], [1.748122, -1.349904, 0.589732], [3.049022, -1.069807, 0.198967], [3.627297, -1.799401, -0.828965], [2.902798, -2.796640, -1.461470], [1.597511, -3.056495, -1.093150], [1.028021, -3.817968, -1.607936], [3.355508, -3.366182, -2.259697], [4.640917, -1.591437, -1.139119], [3.768789, 0.075968, 0.866921], [2.941831, 1.315382, 0.665288], [2.121892, 1.818209, 1.668209], [1.309981, 2.904795, 1.385342], [1.271243, 3.500604, 0.205828], [2.061659, 3.031566, -0.745691], [2.907171, 1.949770, -0.572052], [3.522088, 1.596537, -1.386312], [2.003831, 3.547669, -1.695525], [0.650706, 3.317281, 2.138232], [2.107299, 1.367855, 2.649258], [3.880654, -0.127866, 1.933851], [4.759241, 0.202250, 0.426285], [1.293877, -0.791741, 1.390334], [-0.819169, -3.153314, -0.416660], [-2.568251, -2.259419, 1.065942], [-3.130212, -1.386740, -0.065821], [-2.918316, 0.111177, 0.164879], [-1.505438, 0.627835, -0.184446], [-0.925745, 0.800026, 0.721004], [-1.697936, 1.937625, -0.967158], [-1.524163, 1.765829, -2.030779], [-1.011280, 2.715313, -0.637023], [-3.160427, 2.318718, -0.745120], [-3.547401, 2.965661, -1.531208], [-3.274051, 2.830443, 0.211418], [-3.859294, 0.966111, -0.693176], [-4.863730, 1.021322, -0.274629], [-3.926537, 0.545741, -1.699031], [-0.957153, -0.095621, -0.789043], [-3.120360, 0.326493, 1.218090], [-4.203837, -1.581251, -0.135100], [-2.682247, -1.673115, -1.021296], [-2.756937, -3.313313, 0.848439], [-3.065764, -2.002737, 2.001810]], "forces_ev_per_angstrom": [[0.1, 0.2, 0.2], [-0.5, -0.4, 0.1], [0.0, -0.4, -0.3], [0.3, 0.2, 0.0], [0.0, 0.0, 0.1], [0.1, -0.3, -0.2], [0.1, 0.1, 0.1], [-0.1, 0.0, -0.1], [0.0, 0.0, 0.0], [-0.1, -0.1, 0.0], [0.0, 0.0, -0.1], [0.1, 0.0, 0.0], [-0.1, 0.0, 0.0], [0.0, 0.3, 0.1], [0.1, 0.0, -0.2], [0.0, -0.1, 0.2], [-0.3, 0.4, 0.0], [0.2, -0.2, -0.2], [-0.1, 0.0, 0.2], [0.1, 0.0, -0.1], [0.1, 0.0, -0.1], [0.0, 0.0, 0.1], [0.0, -0.1, 0.1], [0.1, 0.0, 0.0], [0.0, 0.0, 0.1], [-0.1, 0.0, 0.0], [0.0, 0.2, 0.1], [0.0, 0.1, -0.1], [-0.1, 0.1, 0.3], [-0.1, -0.2, -0.3], [0.1, 0.1, 0.1], [0.1, -0.1, 0.0], [0.0, 0.1, 0.0], [0.0, 0.0, -0.1], [0.0, 0.0, -0.1], [0.0, -0.1, -0.2], [0.0, 0.1, 0.0], [0.0, 0.1, 0.1], [0.1, 0.1, 0.3], [-0.1, -0.1, 0.0], [0.0, -0.1, -0.1], [0.1, -0.1, 0.0], [0.0, 0.0, 0.0], [0.0, -0.1, -0.1], [0.0, 0.0, -0.1], [0.0, 0.0, 0.0], [0.1, -0.1, 0.0]]}